{
  "formula": "C3H8O3",
  "method": "ωB97M-V with the def2-TZVPD basis set",
  "species": ["O", "O", "C", "C", "C", "H", "H", "H", "H", "H", "H", "O", "H", "H"],
  "xyz": [[0.722, -1.155, 0.663], [0.011, 0.806, 1.362], [0.550, 0.030, 0.443], [0.107, 0.317, -2.054], [0.979, 0.783, -0.853], [-0.216, 1.762, 1.198], [0.412, -0.742, -2.093], [0.342, 0.788, -3.023], [-0.984, 0.364, -1.896], [2.033, 0.546, -1.093], [0.887, 1.885, -0.792], [-1.698, -2.092, 2.457], [-2.215, -1.814, 3.247], [-0.931, -1.477, 2.434]],
  "forces_ev_per_angstrom": [[-0.3, 1.7, -0.4], [-1.3, 1.4, 1.8], [1.3, -0.3, -1.6], [0.5, -1.2, 0.3], [-0.5, 0.3, -0.6], [0.7, -1.7, -0.5], [-0.6, 0.2, -0.6], [0.1, 0.0, 0.6], [0.5, 0.1, 0.2], [-0.5, 0.1, 0.3], [0.1, -0.5, 0.6], [0.1, 0.9, 0.9], [0.6, -0.3, -0.9], [-0.6, -0.6, -0.1]],
  "lumo_energy_ev": 0.36,
  "smiles": "CCC(=O)O.O",
  "de_lowest_ev": 0.652,
  "homo_lumo_gap_ev": 11.057,
  "largest_force_ev_per_a": 2.65
}

=====

{
  "formula": "CH6N3",
  "method": "ωB97M-V with the def2-TZVPD basis set",
  "species": ["C", "N", "N", "N", "H", "H", "H", "H", "H", "H"],
  "xyz": [[0.432, 0.708, 0.072], [-0.728, 0.125, 0.431], [1.508, 0.232, -0.288], [-1.820, 0.152, -0.187], [0.613, 1.695, 0.703], [0.036, -2.288, -0.145], [-0.393, -1.698, 0.039], [2.446, 0.593, -0.192], [-1.768, 0.418, -1.271], [-2.715, 0.014, 0.246]],
  "forces_ev_per_angstrom": [[4.2, 3.3, 1.6], [-4.4, -0.5, 0.9], [-0.3, -2.6, -1.3], [3.3, 1.9, -3.7], [-1.7, -1.2, -0.9], [-0.1, 0.2, 0.0], [0.4, -0.8, 0.0], [-0.4, 1.0, 0.0], [-0.7, -0.6, 2.7], [-0.4, -0.5, 0.7]],
  "lumo_energy_ev": [-7.32, -7.32],
  "de_lowest_ev": 6.724,
  "homo_lumo_gap_ev": [7.851, 7.852],
  "largest_force_ev_per_a": 5.61,
  "total_charge": 1
}

=====

{
  "formula": "C11H13N2OS",
  "method": "ωB97M-V with the def2-TZVPD basis set",
  "species": ["C", "C", "C", "C", "C", "C", "C", "C", "C", "C", "C", "N", "N", "O", "S", "H", "H", "H", "H", "H", "H", "H", "H", "H", "H", "H", "H", "H"],
  "xyz": [[-1.164, -2.852, -0.235], [-0.745, -2.037, -1.341], [-1.073, -2.352, 1.030], [-0.073, -0.866, -1.138], [-0.515, -1.001, 1.317], [0.044, -0.262, 0.187], [0.538, 2.085, 0.287], [-1.846, 1.902, -0.145], [1.007, 0.873, 0.375], [3.483, 0.360, -0.297], [2.406, 0.482, 0.835], [-0.736, 2.469, -0.156], [-3.066, 2.204, -0.509], [-2.785, -0.651, -0.375], [-2.251, 0.149, 0.725], [-1.589, -3.794, -0.372], [-0.760, -2.396, -2.302], [-1.478, -2.955, 1.935], [0.256, -0.302, -1.949], [-0.228, -0.768, 2.363], [1.205, 2.977, 0.255], [3.337, 1.194, -0.986], [3.535, -0.557, -0.759], [4.530, 0.448, 0.158], [2.627, 1.312, 1.454], [2.244, -0.471, 1.398], [-3.150, 3.161, -0.865], [-3.752, 1.649, -0.892]],
  "forces_ev_per_angstrom": [[0.5, 2.2, 0.7], [0.8, 0.3, 2.6], [0.1, 0.0, 2.1], [-0.9, 0.6, 2.9], [0.1, -1.4, -1.3], [0.9, -1.7, -0.9], [0.1, 3.1, -1.2], [2.6, -2.4, 1.3], [-0.8, -2.5, 0.4], [0.9, 2.2, 2.5], [-0.7, -0.9, -1.2], [-1.3, 0.2, -0.3], [0.0, 4.4, -0.4], [-0.9, 0.2, 0.0], [0.1, 0.1, -0.1], [-0.6, -1.4, -0.4], [-0.5, -0.9, -2.2], [0.9, 1.1, -1.7], [0.7, 0.8, -1.3], [-0.5, 0.2, -0.8], [-0.4, -0.9, 0.7], [0.2, -0.3, -0.1], [-0.5, -2.0, -1.3], [-1.5, 0.2, -0.4], [0.9, 0.4, 1.1], [0.7, 0.8, -0.1], [0.0, -0.3, 0.2], [-1.2, -2.2, -0.6]],
  "lumo_energy_ev": -5.00,
  "de_lowest_ev": 1.671,
  "homo_lumo_gap_ev": 7.643,
  "largest_force_ev_per_a": 4.41,
  "total_charge": 1
}

=====

{
  "formula": "C41H62Cl2FGeN4O4SbZr",
  "method": "ωB97M-V with the def2-TZVPD basis set",
  "species": ["Zr", "Cl", "C", "C", "C", "Cl", "C", "C", "C", "C", "N", "C", "C", "O", "H", "H", "H", "H", "O", "N", "F", "C", "C", "C", "C", "C", "C", "C", "H", "H", "H", "H", "H", "H", "C", "C", "O", "H", "H", "H", "H", "H", "H", "C", "Ge", "C", "C", "C", "H", "H", "H", "H", "H", "H", "H", "H", "H", "H", "H", "C", "C", "C", "Sb", "C", "C", "C", "C", "C", "C", "H", "H", "H", "H", "H", "H", "H", "H", "H", "H", "H", "H", "H", "H", "H", "H", "H", "H", "H", "H", "H", "C", "C", "N", "C", "C", "C", "O", "C", "C", "C", "C", "N", "C", "H", "H", "H", "H", "H", "H", "H", "H", "H", "H", "H", "H", "H", "H"],
  "xyz": [[0.526, 0.593, 0.448], [1.686, 5.419, 0.929], [2.392, 4.148, 1.846], [3.410, 4.449, 2.780], [3.994, 3.457, 3.502], [5.242, 3.837, 4.626], [3.580, 2.107, 3.334], [4.135, 1.003, 4.017], [3.661, -0.257, 3.773], [2.611, -0.424, 2.864], [2.074, 0.578, 2.200], [2.562, 1.845, 2.410], [1.974, 2.867, 1.642], [1.001, 2.508, 0.777], [3.720, 5.478, 2.912], [4.934, 1.167, 4.731], [4.077, -1.121, 4.273], [2.183, -1.404, 2.690], [-1.514, 1.101, 0.152], [-2.386, 1.872, 0.823], [6.165, -2.928, -1.977], [4.931, -2.649, -1.541], [4.009, -2.120, -2.422], [2.737, -1.817, -1.950], [2.365, -2.027, -0.620], [1.002, -1.600, -0.119], [3.320, -2.603, 0.216], [4.603, -2.913, -0.229], [4.284, -1.967, -3.459], [2.006, -1.413, -2.640], [0.759, -2.204, 0.762], [0.267, -1.861, -0.892], [3.055, -2.851, 1.239], [5.335, -3.372, 0.424], [4.915, 1.869, -0.260], [3.577, 1.879, -0.958], [2.717, 0.826, -0.462], [5.536, 2.680, -0.646], [5.443, 0.929, -0.440], [4.803, 2.006, 0.817], [3.699, 1.725, -2.029], [3.038, 2.811, -0.807], [3.145, -0.033, -0.618], [-4.809, 2.150, -1.293], [-4.364, 1.586, 0.484], [-5.140, 2.770, 1.781], [-4.584, -0.280, 0.823], [-1.978, 2.668, 1.725], [-5.845, 1.835, -1.447], [-4.203, 1.693, -2.066], [-4.764, 3.236, -1.378], [-6.226, 2.692, 1.679], [-4.861, 3.806, 1.579], [-4.884, 2.506, 2.808], [-5.657, -0.471, 0.903], [-4.128, -0.589, 1.764], [-4.191, -0.881, 0.002], [-0.926, 2.777, 1.953], [-2.720, 3.273, 2.228], [2.239, 0.680, -4.579], [1.281, 1.808, -4.202], [1.995, 3.155, -4.075], [0.114, 1.320, -2.465], [-0.941, -0.372, -3.348], [-1.620, -0.062, -4.681], [-1.938, -1.046, -2.404], [-1.333, 2.914, -2.560], [-0.967, 4.036, -1.585], [-1.553, 3.472, -3.966], [2.752, 0.927, -5.513], [1.727, -0.274, -4.734], [3.008, 0.537, -3.814], [0.502, 1.893, -4.961], [2.848, 3.096, -3.399], [1.342, 3.954, -3.720], [2.380, 3.460, -5.053], [-0.125, -1.079, -3.531], [-2.493, 0.578, -4.541], [-1.974, -0.994, -5.135], [-0.957, 0.414, -5.406], [-2.827, -0.430, -2.268], [-1.532, -1.246, -1.414], [-2.264, -2.001, -2.826], [-2.238, 2.430, -2.210], [-0.066, 4.565, -1.906], [-0.783, 3.679, -0.571], [-1.774, 4.776, -1.547], [-0.665, 3.989, -4.336], [-2.361, 4.211, -3.940], [-1.826, 2.716, -4.698], [-0.419, -5.174, 2.506], [-1.272, -4.678, 1.345], [-2.677, -4.402, 1.686], [-3.690, -5.377, 1.251], [-3.518, -6.728, 1.927], [-3.078, -3.284, 2.322], [-4.234, -2.988, 2.585], [-2.033, -2.291, 2.774], [-1.752, -2.139, 4.124], [-0.960, -1.081, 4.534], [-0.459, -0.218, 3.582], [-0.712, -0.358, 2.269], [-1.503, -1.378, 1.893], [0.578, -5.437, 2.146], [-0.860, -6.062, 2.963], [-0.310, -4.413, 3.282], [-1.297, -5.436, 0.565], [-0.821, -3.793, 0.896], [-3.619, -5.478, 0.165], [-4.660, -4.953, 1.485], [-2.570, -7.204, 1.665], [-4.318, -7.397, 1.611], [-3.570, -6.628, 3.013], [-2.165, -2.836, 4.846], [-0.739, -0.916, 5.581], [0.144, 0.629, 3.875], [-1.729, -1.445, 0.836]],
  "forces_ev_per_angstrom": [[-0.1, -0.3, -0.4], [0.0, 0.0, 0.0], [0.2, 0.4, 0.0], [-0.1, 0.1, -0.1], [0.1, -0.1, 0.1], [0.0, 0.0, 0.0], [0.2, -0.1, 0.2], [0.1, 0.1, 0.1], [0.0, -0.1, 0.0], [-0.1, 0.0, 0.0], [0.1, 0.4, 0.0], [0.0, -0.5, 0.1], [-0.4, -0.1, -0.3], [0.4, 0.4, 0.9], [0.0, 0.0, 0.0], [0.0, 0.0, 0.0], [0.0, 0.0, 0.0], [0.0, 0.0, 0.0], [-0.2, 0.2, -0.2], [0.1, -0.4, 0.0], [0.0, 0.0, 0.0], [0.0, 0.0, 0.0], [-0.1, 0.0, -0.1], [0.1, 0.0, -0.1], [-0.4, 0.1, 0.1], [0.9, -0.2, -0.1], [0.2, -0.1, 0.2], [-0.1, 0.0, 0.2], [0.0, 0.0, 0.1], [0.0, 0.0, 0.0], [-0.1, 0.0, 0.1], [-0.1, 0.0, 0.1], [0.0, 0.0, 0.0], [-0.1, 0.0, 0.0], [0.1, 0.0, 0.0], [0.0, -0.1, 0.0], [-0.1, -0.1, 0.2], [0.0, 0.0, 0.0], [0.0, 0.0, 0.0], [0.0, 0.0, 0.0], [0.0, 0.0, -0.1], [-0.1, 0.0, 0.0], [0.0, -0.1, -0.1], [0.0, 0.2, -0.1], [0.1, 0.0, 0.0], [-0.1, 0.1, 0.2], [0.0, -0.2, 0.0], [-0.1, 0.3, 0.1], [0.1, 0.1, 0.0], [0.0, -0.1, -0.1], [0.0, 0.0, -0.1], [0.1, 0.0, 0.0], [-0.1, 0.0, 0.1], [0.0, 0.0, 0.0], [0.1, -0.1, 0.0], [-0.1, 0.0, -0.1], [0.0, 0.0, 0.1], [0.0, 0.0, -0.1], [0.1, 0.0, 0.0], [0.0, 0.1, -0.1], [0.3, 0.1, 0.1], [0.0, -0.1, -0.1], [-0.5, -0.2, -0.5], [-0.1, 0.0, 0.0], [0.0, -0.1, 0.0], [0.0, 0.1, -0.1], [0.2, 0.2, -0.1], [-0.1, 0.0, 0.0], [-0.1, 0.1, 0.1], [0.0, 0.0, 0.1], [0.0, 0.0, 0.0], [0.0, 0.0, 0.0], [0.0, 0.0, 0.0], [0.0, 0.0, 0.0], [0.0, -0.1, 0.0], [0.0, 0.0, 0.1], [0.0, 0.0, 0.0], [0.0, 0.0, 0.0], [0.0, 0.1, 0.0], [0.0, 0.0, 0.1], [-0.1, 0.1, 0.0], [0.0, 0.0, 0.0], [0.0, 0.1, 0.0], [-0.2, -0.1, 0.0], [0.0, 0.0, 0.0], [0.0, 0.0, 0.0], [0.1, 0.0, 0.0], [-0.1, 0.0, 0.0], [0.1, 0.0, 0.0], [0.0, -0.1, 0.0], [0.0, 0.0, 0.0], [-0.2, 0.0, 0.2], [0.1, 0.1, -0.1], [0.2, 0.0, 0.1], [0.0, 0.0, 0.0], [0.0, -0.2, 0.0], [0.0, -0.1, 0.0], [-0.1, -0.1, 0.0], [0.0, -0.1, 0.1], [0.0, 0.0, 0.1], [-0.2, 0.1, -0.2], [0.3, -0.2, 0.2], [0.1, 0.3, -0.1], [0.0, 0.0, 0.0], [0.0, 0.1, 0.0], [0.0, 0.0, 0.0], [0.0, 0.0, -0.1], [0.0, 0.0, 0.0], [0.0, 0.0, 0.0], [0.0, 0.0, 0.0], [0.0, 0.0, 0.0], [0.0, 0.0, 0.0], [0.0, 0.0, -0.1], [0.0, 0.1, 0.0], [0.0, 0.0, -0.1], [0.1, 0.0, 0.0], [0.0, 0.0, -0.1]],
  "lumo_energy_ev": -5.63,
  "de_lowest_ev": 0.000,
  "homo_lumo_gap_ev": 7.211,
  "largest_force_ev_per_a": 1.04,
  "total_charge": 2
}

=====

{
  "formula": "C10H14O3",
  "method": "ωB97M-V with the def2-TZVPD basis set",
  "species": ["C", "C", "C", "C", "C", "C", "C", "C", "C", "C", "H", "H", "H", "H", "H", "H", "H", "H", "H", "H", "H", "H", "H", "H", "O", "O", "O"],
  "xyz": [[-2.448, -0.138, 2.230], [-1.076, -0.458, 2.297], [-0.693, -1.759, 1.407], [-0.710, -1.341, 0.014], [0.523, -0.379, -0.446], [1.674, -0.860, -1.209], [2.434, -0.031, -2.213], [2.120, 1.211, -2.361], [1.001, 1.705, -1.801], [0.215, 0.927, -0.937], [-2.585, 0.612, 1.222], [-3.309, -1.211, 2.020], [-2.340, 0.880, 2.913], [-0.675, -0.526, 3.249], [0.405, 0.776, 1.667], [0.276, -2.560, 1.648], [-1.632, -2.609, 1.588], [-1.623, -0.862, -0.568], [-0.633, -2.196, -0.634], [1.992, -1.801, -0.907], [3.370, -0.390, -2.644], [2.974, 3.024, -2.450], [0.499, 2.627, -2.498], [-1.100, 1.272, 0.262], [-0.536, 0.807, 1.908], [3.025, 2.016, -3.040], [-1.149, 1.264, -0.718]],
  "forces_ev_per_angstrom": [[-5.1, 2.7, -2.5], [3.5, -2.5, -1.8], [-1.5, -3.0, 2.7], [1.0, 1.6, -4.3], [1.3, -0.3, -3.6], [-0.8, 3.3, -0.2], [0.4, -7.0, 3.5], [1.5, 3.5, -0.8], [-4.6, 2.9, -1.0], [-2.2, -0.2, -0.8], [0.0, -2.8, 2.2], [2.5, 4.0, 1.6], [-2.2, -2.9, -0.5], [0.2, -1.1, 2.2], [-0.2, -0.3, 0.4], [-2.4, 3.1, -0.4], [2.5, 2.6, -0.4], [1.4, -0.6, 2.4], [0.6, -0.7, -0.2], [0.9, -1.9, -0.2], [-0.4, -0.2, 0.2], [0.2, -4.6, -3.0], [1.3, -2.3, 2.8], [-0.9, 0.1, 0.0], [1.7, 0.7, -1.1], [-0.8, 4.7, 2.6], [2.2, 1.2, 0.2]],
  "lumo_energy_ev": 0.48,
  "de_lowest_ev": 7.378,
  "homo_lumo_gap_ev": 9.260,
  "largest_force_ev_per_a": 7.81
}

=====

{
  "formula": "CH5N2O",
  "method": "ωB97M-V with the def2-TZVPD basis set",
  "species": ["O", "H", "N", "C", "N", "H", "H", "H", "H"],
  "xyz": [[2.060, -0.755, -1.195], [1.599, -1.447, -1.677], [0.146, 1.065, -0.039], [-0.581, 0.323, 0.812], [-1.876, 0.173, 0.678], [-0.440, 1.324, -0.829], [1.364, -0.301, -0.643], [0.124, 0.109, 1.647], [-2.395, -0.491, 1.246]],
  "forces_ev_per_angstrom": [[0.0, -0.3, 0.2], [-0.1, 0.1, 0.1], [0.5, -0.8, 0.4], [0.5, 1.9, -0.8], [-0.5, -0.6, -0.2], [-0.3, 0.0, 0.0], [0.1, 0.5, -0.4], [-0.9, -0.9, 0.2], [0.7, 0.1, 0.5]],
  "lumo_energy_ev": 4.72,
  "de_lowest_ev": 0.449,
  "homo_lumo_gap_ev": 7.384,
  "largest_force_ev_per_a": 2.10,
  "total_charge": -1
}

=====

{
  "formula": "C4H5MgO5",
  "method": "ωB97M-V with the def2-TZVPD basis set",
  "species": ["O", "C", "C", "O", "O", "C", "Mg", "H", "H", "H", "H", "O", "C", "O", "H"],
  "xyz": [[-1.733, 1.799, 0.697], [-0.720, 2.352, 0.184], [-0.002, -0.552, 0.496], [-0.828, 3.391, -0.515], [0.484, 1.798, 0.284], [0.694, 0.525, -0.325], [-2.881, 3.471, -0.056], [-0.963, -0.829, 0.046], [-0.062, -0.270, 1.554], [0.304, 0.534, -1.350], [1.779, 0.373, -0.339], [1.422, -3.663, -0.167], [0.465, -2.761, -0.259], [0.843, -1.756, 0.480], [1.197, -4.414, -0.730]],
  "forces_ev_per_angstrom": [[-0.2, 0.2, 0.2], [-0.8, -0.4, -1.0], [0.4, -1.3, -0.2], [-0.3, 0.7, 0.3], [1.0, 0.3, 0.1], [-0.3, -0.2, 0.4], [0.7, -0.4, 0.1], [0.2, 0.1, 0.5], [-0.2, 0.0, -0.5], [0.2, 0.1, 0.1], [-0.3, 0.0, 0.0], [0.5, -0.1, 0.2], [-0.7, 0.2, -0.4], [0.1, 0.5, 0.2], [-0.2, 0.2, 0.1]],
  "multiplicity": 2,
  "lumo_energy_ev": [0.11, -0.86],
  "de_lowest_ev": 1.632,
  "s2": 0.75,
  "homo_lumo_gap_ev": [7.121, 8.187],
  "largest_force_ev_per_a": 1.36
}

=====

{
  "formula": "C8H4N2O3",
  "method": "ωB97M-V with the def2-TZVPD basis set",
  "species": ["C", "C", "C", "C", "C", "C", "C", "C", "N", "N", "O", "O", "O", "H", "H", "H", "H"],
  "xyz": [[2.051, -0.941, 0.044], [2.502, 0.436, -0.042], [0.729, -1.250, -0.044], [1.624, 1.467, 0.070], [-0.193, -0.222, -0.029], [-1.617, -0.202, -0.095], [0.190, 1.160, 0.021], [-1.986, 1.291, -0.025], [-0.762, 2.036, 0.080], [-2.493, -1.323, -0.020], [-3.097, 1.734, -0.002], [-2.023, -2.417, 0.174], [-3.672, -1.089, -0.094], [2.896, -1.574, -0.005], [3.581, 0.763, -0.055], [0.239, -2.279, -0.021], [2.032, 2.411, 0.043]],
  "forces_ev_per_angstrom": [[0.1, 1.1, -1.1], [0.0, 1.5, 1.0], [0.3, -3.1, 0.6], [-0.6, -2.5, -0.8], [-4.4, 0.0, -0.6], [3.3, 0.7, 0.3], [1.2, 2.0, 0.6], [-0.7, -0.9, 0.3], [-0.1, 0.0, -0.3], [-0.3, 0.9, 0.2], [0.7, 0.2, -0.1], [0.8, -1.1, 0.0], [-0.9, 0.2, -0.3], [0.1, -1.5, 0.2], [-1.2, -1.1, -0.1], [1.4, 1.3, -0.1], [0.2, 2.3, 0.1]],
  "lumo_energy_ev": [-2.92, -2.94],
  "smiles": "O=C1N=c2ccccc2=C1[N+](=O)[O-]",
  "de_lowest_ev": 4.750,
  "homo_lumo_gap_ev": [6.609, 6.553],
  "largest_force_ev_per_a": 4.46
}